Record 1
Molecular formula: C9H14
Method: DFT, wB97M-V/def2-TZVPD

```
23
C9H14, DFT wB97M-V/def2-TZVPD
C 0.29895 1.99252 0.31719
C 0.05263 3.47957 0.17491
H 0.57639 1.66100 1.32128
H -0.62478 1.44341 0.12750
H 1.02570 1.49806 -0.32922
H -0.41994 3.91133 1.05962
H -0.76598 3.65536 -0.52610
H 0.89777 4.08056 -0.15349
C -2.10356 -0.98294 -0.84705
C -0.72603 -1.34460 -0.38765
C 0.25048 -1.75036 -1.28918
C -0.44134 -1.18555 0.94852
C 1.54489 -1.89747 -0.81766
C 0.85819 -1.47605 1.40824
C 1.88321 -1.83302 0.52311
H -2.48294 -0.12421 -0.29595
H -2.77833 -1.82554 -0.59940
H 0.07392 -1.90723 -2.34175
H -1.10991 -0.98033 1.77323
H 2.35286 -2.14737 -1.50282
H 1.08132 -1.43061 2.46664
H 2.89607 -1.94986 0.87621
H -2.33956 -0.88667 -1.90618
```

Results
F_max in eV Å⁻¹: 2.8
SMILES string: Cc1ccccc1.CC
Charge: 0
Multiplicity: 1
E_HOMO in eV: -9.039
Lowest unoccupied orbital energy in Eh: 0.037

***

Record 2
Molecular formula: C30H21F6N6O8S3Ta
Method: DFT, wB97M-V/def2-TZVPD

```
75
C30H21F6N6O8S3Ta, DFT wB97M-V/def2-TZVPD
Ta -0.93458 0.31487 -0.25609
C 5.26308 1.27181 -5.24279
C 4.41555 1.16383 -4.01262
C 4.94252 1.44674 -2.75355
C 4.15955 1.36797 -1.61680
C 2.82175 1.00439 -1.75337
C 2.26576 0.70877 -2.99930
C 3.06979 0.79061 -4.11461
S 1.87627 0.89202 -0.31624
O 2.69675 1.06030 0.83336
O 0.64792 1.78434 -0.36132
N 0.97365 -0.44363 -0.33717
C 1.33574 -1.71581 -0.81359
C 2.53815 -2.33893 -0.64688
C 2.74094 -3.60610 -1.23852
C 1.75282 -4.20711 -1.96426
C 0.50099 -3.56643 -2.14281
C -0.56478 -4.11366 -2.88737
C -1.72387 -3.40085 -3.01241
C -1.84057 -2.15063 -2.39019
N -0.87312 -1.60072 -1.67039
C 0.29900 -2.30856 -1.55520
H 6.32346 1.25041 -5.00141
H 5.05485 2.21430 -5.75376
H 5.04462 0.46652 -5.94297
H 5.98284 1.72962 -2.66149
H 4.57090 1.58178 -0.64043
H 1.22803 0.42298 -3.09607
H 2.65519 0.56165 -5.08803
H 3.32627 -1.87191 -0.06928
H 3.69240 -4.10152 -1.10516
H 1.91010 -5.18048 -2.40974
H -0.45289 -5.08509 -3.35244
H -2.56451 -3.77772 -3.57655
H -2.76503 -1.60429 -2.48660
C 0.73445 0.52611 3.93602
C 0.38513 0.12395 2.64818
N -0.38269 0.86166 1.85668
C -0.83668 2.05937 2.30942
C -0.55581 2.52083 3.59643
C 0.25557 1.71508 4.41662
C -1.08220 3.78228 4.02545
C -1.82367 4.53274 3.18637
C -2.09214 4.09282 1.84844
C -2.82345 4.87296 0.93643
C -3.01529 4.40624 -0.33482
C -2.49522 3.16213 -0.69092
N -1.81407 2.38890 0.14495
C -1.60425 2.85780 1.41139
H 1.36600 -0.11470 4.53315
H 0.72792 -0.82031 2.25242
H 0.49713 2.04736 5.41843
H -0.86809 4.11833 5.03118
H -2.22289 5.48772 3.50128
H -3.21823 5.83261 1.24500
H -3.56141 4.97357 -1.07407
H -2.65560 2.81273 -1.69607
F -3.05205 -3.60270 0.36226
C -3.69798 -2.50146 0.66987
F -4.11429 -1.90439 -0.44081
F -4.71166 -2.72674 1.46447
S -2.50965 -1.29268 1.51352
O -2.80328 0.03824 0.90199
O -1.16584 -1.56573 0.89900
N -2.65322 -1.27573 3.00177
S -2.79360 -2.62850 3.95094
O -3.83658 -2.41535 4.87949
O -2.68390 -3.79212 3.13343
C -1.20605 -2.50140 4.88190
F -1.16256 -1.36560 5.56582
F -0.18036 -2.52758 4.02165
F -1.12201 -3.52850 5.69750
O -2.66386 0.42245 -1.62044
N -2.05947 0.86885 -2.62912
O -0.86776 1.09932 -2.31912
```

Results
F_max in eV Å⁻¹: 0.1
Charge: +2
Multiplicity: 1
E_HOMO in eV: -14.329
Lowest unoccupied orbital energy in Eh: -0.248

***

Record 3
Molecular formula: C3H4HgO4
Method: DFT, wB97M-V/def2-TZVPD

```
12
C3H4HgO4, DFT wB97M-V/def2-TZVPD
O -1.86670 1.21623 -0.14653
C -0.85155 0.65920 0.51254
C -2.66179 0.19146 -0.62999
O 0.21175 1.18962 0.73095
O -1.10427 -0.64066 0.66856
C -2.18961 -0.95225 -0.13246
Hg 2.31647 1.10015 0.87685
H -3.58131 0.46474 -1.13344
H -2.53854 -1.97762 -0.13632
H 3.79610 -0.56167 -0.93304
O 3.81379 -0.20956 -0.02820
H 4.65565 -0.47964 0.35109
```

Results
F_max in eV Å⁻¹: 2.0
Charge: +1
Multiplicity: 2
E_HOMO (spin up / spin down) in eV: -12.377 / -13.743
Lowest unoccupied orbital energy (spin up / spin down) in Eh: -0.119 / -0.210

***

Record 4
Molecular formula: C10H16O
Method: DFT, wB97M-V/def2-TZVPD

```
27
C10H16O, DFT wB97M-V/def2-TZVPD
C 2.68178 -0.88805 -3.21705
C 0.72590 1.32735 -0.00631
C 0.38664 0.00125 -0.21789
C 1.61177 1.94991 -0.86804
C 1.00052 -0.70473 -1.26060
C 2.14905 1.21196 -1.91155
C 1.91739 -0.15706 -2.15509
O 0.33865 1.99088 1.12450
H -0.58616 1.83421 1.30850
H -0.37622 -0.49144 0.37173
H 2.03495 2.93123 -0.68300
H 0.86574 -1.77717 -1.12979
H 2.80769 1.78133 -2.56012
H 3.62755 -0.41550 -3.49906
H 2.20691 -0.76793 -4.19457
H 2.81755 -1.92706 -2.94333
C -2.93502 -1.25351 1.75936
C -1.95502 -0.73099 2.84254
C -4.18956 -1.79812 2.52561
H -2.45137 -2.08752 1.24587
H -3.15241 -0.38314 1.14991
H -0.89306 -0.69037 2.52782
H -2.17465 0.35037 2.85967
H -4.14901 -1.59843 3.59563
H -1.88065 -1.24275 3.80167
H -4.06951 -2.88652 2.46600
H -5.09551 -1.37781 2.08717
```

Results
F_max in eV Å⁻¹: 2.5
SMILES string: Cc1ccc(O)cc1.CCC
Charge: 0
Multiplicity: 1
E_HOMO in eV: -8.503
Lowest unoccupied orbital energy in Eh: 0.030

***

Record 5
Molecular formula: C6H13NO
Method: DFT, wB97M-V/def2-TZVPD

```
21
C6H13NO, DFT wB97M-V/def2-TZVPD
C 0.94687 -2.02628 1.97677
N 1.24263 0.68532 0.43687
C -0.02384 0.04904 0.75015
C -0.16878 -1.19361 1.33597
C -2.88472 1.73304 -1.44600
C -1.98530 0.72235 -0.87296
C -1.13028 1.00128 0.13410
H 1.73488 -1.75305 1.31219
H 0.86156 -3.13871 1.80803
H 1.00229 -1.91389 3.04375
H 1.13286 1.48566 -0.17664
H 1.95708 0.22227 -0.02049
H -1.14867 -1.45857 1.74007
H -2.51671 2.71583 -1.71136
H -3.67499 1.89918 -0.72339
H -3.46986 1.47902 -2.30723
H -2.11614 -0.26542 -1.21096
H -1.00893 1.98984 0.63434
H 3.80746 -0.35628 -1.57994
H 2.90149 -1.54953 -1.97248
O 2.91446 -0.73356 -1.64527
```

Results
F_max in eV Å⁻¹: 6.3
SMILES string: C/C=C(N)/C=C/C.O
Charge: 0
Multiplicity: 1
E_HOMO in eV: -7.792
Lowest unoccupied orbital energy in Eh: 0.026

***

Record 6
Molecular formula: HN3O2S
Method: DFT, wB97M-V/def2-TZVPD

```
7
HN3O2S, DFT wB97M-V/def2-TZVPD
N 1.35048 0.30112 -0.16332
N 1.15969 -0.24785 0.87029
N -1.86081 0.17475 -0.63756
O 2.09109 -0.84652 1.51933
O -2.43692 -0.57993 -1.46943
S -2.68283 0.89141 0.53727
H 2.37930 0.30702 -0.65658
```

Results
F_max in eV Å⁻¹: 6.4
Charge: -2
Multiplicity: 1
E_HOMO in eV: 0.647
Lowest unoccupied orbital energy in Eh: 0.243

***

In order of appearance, relative energy (zero: lowest compared OMol25 entry of this formula, charge and spin) = 13.5; 0.0; 0.0; 40.3; 74.5; 0.0 kcal/mol.